Entry 1:
The following is a quantum chemistry calculation of a structure of composition C28H25CoFIN5O7, from the Open Molecules 2025 dataset.

Positions of all 68 atoms, in Å:
Co 1.632 0.330 -0.629
C 7.268 -0.420 3.502
O 6.203 -1.020 4.206
C 4.972 -0.883 3.624
C 3.914 -1.546 4.299
C 2.647 -1.442 3.786
C 2.331 -0.710 2.617
C 0.973 -0.607 2.142
C -0.181 -1.269 2.891
O 0.617 0.016 1.145
C 3.424 -0.044 1.899
O 3.293 0.636 0.883
C 4.753 -0.176 2.484
H 8.178 -0.657 4.054
H 7.152 0.668 3.443
H 7.349 -0.812 2.484
H 4.126 -2.111 5.200
H 1.862 -1.965 4.316
H 0.075 -1.729 3.842
H -0.606 -2.027 2.227
H -0.945 -0.506 3.056
H 5.547 0.330 1.944
C 2.662 4.219 3.323
C 1.690 4.303 2.191
N 1.520 3.383 1.276
C 0.562 3.847 0.420
C 0.133 5.096 0.850
N 0.870 5.361 1.972
C -0.838 6.116 0.404
O -1.538 5.853 -0.656
O -0.969 7.155 1.037
C 0.145 3.059 -0.808
O -0.768 3.586 -1.519
O 0.661 1.968 -1.104
H 3.346 3.398 3.116
H 2.158 4.016 4.273
H 3.233 5.148 3.425
H 0.778 6.211 2.495
H -1.246 4.915 -1.049
N -5.071 -2.326 -2.481
C -5.972 -3.092 -3.182
C -7.345 -3.279 -3.076
C -7.927 -4.159 -3.971
C -7.154 -4.824 -4.935
C -5.787 -4.629 -5.031
C -5.184 -3.749 -4.138
N -3.860 -3.379 -4.002
C -3.828 -2.536 -3.014
C -2.629 -1.876 -2.481
C -2.684 -1.001 -1.409
C -1.514 -0.411 -0.947
N -0.332 -0.642 -1.482
C -0.271 -1.483 -2.498
C -1.384 -2.120 -3.031
H -5.277 -1.711 -1.715
H -7.935 -2.762 -2.330
H -8.993 -4.335 -3.924
H -7.641 -5.505 -5.621
H -5.196 -5.144 -5.777
H -3.621 -0.758 -0.919
H -1.521 0.276 -0.108
H 0.729 -1.658 -2.884
H -1.297 -2.804 -3.867
I 4.098 2.304 -1.863
C 2.754 0.624 -2.226
H 3.434 -0.200 -2.456
H 2.225 0.936 -3.136
F 2.204 -1.447 -0.558

Calculated values
F_max, eV/Å: 1.16
2S+1: 2
HOMO (spin up / spin down), eV: -1.226 / -1.418
ΔE to the lowest compared entry with this formula, charge and spin, kcal/mol: 6.9
<S²>: 0.76
Charge: -2

---

Entry 2:
The following is a quantum chemistry calculation of a structure of composition C28H25CrFN2O5PS2, from the Open Molecules 2025 dataset.

Positions of all 65 atoms, in Å:
Cr -0.017 0.645 1.136
C 3.470 -1.549 2.984
C 2.210 -0.853 2.627
S 1.769 -0.796 1.067
C 1.330 -0.311 3.728
C 1.743 -0.486 5.141
S -0.141 0.323 3.413
H 3.979 -1.936 2.106
H 3.268 -2.370 3.681
H 4.141 -0.854 3.502
H 2.825 -0.445 5.259
H 1.425 -1.486 5.475
H 1.265 0.239 5.795
F 6.545 5.508 -1.328
C 5.742 4.518 -1.008
C 4.645 4.719 -0.287
N 3.800 3.645 0.046
C 2.631 3.806 0.876
C 1.496 3.042 0.239
O 1.023 3.184 -0.818
O 0.838 2.067 1.147
C 4.069 2.367 -0.335
O 3.293 1.457 0.001
N 5.175 2.189 -1.083
C 6.119 3.182 -1.485
O 7.073 2.886 -2.133
H 4.370 5.703 0.065
H 2.330 4.855 0.891
H 2.812 3.471 1.897
H 5.379 1.252 -1.408
O -1.266 -0.359 0.615
P -2.238 -1.077 -0.548
C -1.657 -0.313 -2.031
C -1.696 -1.030 -3.227
C -1.346 -0.392 -4.410
C -0.957 0.940 -4.396
C -0.909 1.655 -3.201
C -1.271 1.034 -2.020
C -3.884 -0.653 -0.105
C -4.859 -0.822 -1.096
C -6.174 -0.501 -0.806
C -6.508 -0.007 0.451
C -5.538 0.162 1.430
C -4.219 -0.161 1.158
C -1.911 -2.794 -0.524
C -2.932 -3.690 -0.195
C -2.670 -5.052 -0.225
C -1.405 -5.507 -0.568
C -0.384 -4.613 -0.893
C -0.632 -3.256 -0.879
H -1.982 -2.075 -3.237
H -1.372 -0.940 -5.343
H -0.690 1.430 -5.323
H -0.611 2.694 -3.199
H -1.294 1.629 -1.110
H -4.599 -1.194 -2.081
H -6.937 -0.628 -1.561
H -7.536 0.251 0.667
H -5.812 0.541 2.404
H -3.467 -0.043 1.928
H -3.916 -3.332 0.079
H -3.454 -5.756 0.019
H -1.210 -6.571 -0.595
H 0.591 -4.985 -1.178
H 0.142 -2.559 -1.188

Calculated values
F_max, eV/Å: 0.80
HOMO (spin up / spin down), eV: -16.245 / -16.246
Charge: +3

---

Among the records above, which one has the lowest F_max?
C28H25CrFN2O5PS2